Molecular formula: C2H11N3O2
Method: DFT, the ωB97M-V functional and the def2-TZVPD basis

Cartesian coordinates (Å):
C: -2.742 0.682 1.288
N: 0.040 -0.586 -0.673
N: -0.126 -1.964 -0.506
O: -1.929 0.522 0.156
H: 0.037 -0.355 -1.667
H: 0.775 -2.428 -0.673
H: -0.383 -2.152 0.458
H: -2.595 1.680 1.732
H: -3.767 0.921 0.984
H: -2.553 -0.207 1.907
C: 1.729 1.261 -0.543
N: 1.494 -0.105 -0.133
O: 2.520 -0.947 -0.739
H: 3.074 -1.218 0.002
H: -0.874 0.037 0.322
H: 2.714 1.592 -0.211
H: 1.633 1.396 -1.629
H: 0.954 1.870 -0.077

## Properties
Highest occupied orbital energy: -0.3213 Ha
Orbital gap: 9.42 eV
Spin multiplicity: 1
Structure (SMILES): CN(O)NN.CO

---

Molecular formula: C22H25N3O5
Method: DFT, the ωB97M-V functional and the def2-TZVPD basis

Cartesian coordinates (Å):
C: -3.637 0.373 1.758
N: -2.592 0.024 0.825
C: -2.782 -0.011 -0.545
O: -3.845 0.087 -1.090
C: -1.404 -0.168 -1.162
H: -1.443 -0.773 -2.066
C: -0.578 -0.766 -0.029
C: 0.821 -0.172 -0.188
N: 0.482 1.183 -0.578
C: 1.234 2.260 -0.288
O: 1.054 3.373 -0.727
C: 2.394 1.969 0.661
N: 2.222 0.826 1.524
C: 1.590 -0.292 1.129
O: 1.635 -1.348 1.726
C: 2.901 0.849 2.808
H: 3.047 -0.188 3.120
H: 3.871 1.337 2.688
C: 2.063 1.571 3.877
O: 1.082 0.762 4.452
H: 0.505 0.399 3.764
H: 2.717 1.874 4.699
H: 1.617 2.478 3.437
H: 2.534 2.864 1.271
H: 3.299 1.847 0.045
C: -0.719 1.211 -1.423
C: -1.603 2.396 -1.104
C: -1.557 3.625 -1.964
C: -2.742 2.721 -2.027
H: -2.874 2.100 -2.900
H: -3.674 3.045 -1.592
H: -0.865 3.634 -2.791
H: -1.651 4.581 -1.476
H: -1.757 2.547 -0.042
H: -0.419 1.277 -2.477
C: 1.668 -0.853 -1.311
C: 1.215 -2.238 -1.681
C: 1.386 -3.297 -0.796
C: 0.960 -4.568 -1.137
C: 0.363 -4.798 -2.366
C: 0.193 -3.750 -3.253
C: 0.616 -2.477 -2.911
H: 0.490 -1.665 -3.615
H: -0.268 -3.922 -4.215
H: 0.033 -5.791 -2.632
H: 1.097 -5.383 -0.442
H: 1.839 -3.115 0.167
H: 2.707 -0.897 -0.975
H: 1.632 -0.212 -2.194
C: -1.294 -0.226 1.202
O: -0.851 -0.019 2.302
H: -0.572 -1.856 0.011
H: -3.172 0.759 2.663
H: -4.234 -0.507 2.002
H: -4.282 1.125 1.304

## Properties
Highest occupied orbital energy: -0.3429 Ha
Orbital gap: 9.90 eV
Spin multiplicity: 1
Structure (SMILES): CN1C(=O)[C@H]2[C@@H](C3CC3)N3C(=O)CN(CCO)C(=O)[C@@]3(Cc3ccccc3)[C@H]2C1=O

---

Molecular formula: C44H42N2OP2S4TcTe
Method: DFT, the ωB97M-V functional and the def2-TZVPD basis

Cartesian coordinates (Å):
Tc: -0.534 0.675 -0.476
S: -2.009 2.209 -1.587
S: -1.430 4.165 -1.256
S: -2.837 4.795 0.114
S: -2.279 3.825 1.821
O: 1.022 -2.194 -1.591
C: 1.042 -3.264 -0.733
C: 1.873 -4.363 -0.893
C: 1.789 -5.397 0.025
C: 0.900 -5.326 1.089
C: 0.138 -4.186 1.274
C: 0.208 -3.126 0.370
P: -0.678 -1.539 0.648
C: -0.539 -1.465 2.465
C: 0.563 -0.750 2.931
C: 0.862 -0.701 4.283
C: 0.040 -1.345 5.197
C: -1.059 -2.060 4.747
C: -1.339 -2.133 3.389
C: -2.375 -1.853 0.103
C: -3.524 -1.687 0.878
C: -4.776 -1.805 0.295
C: -4.896 -2.063 -1.064
C: -3.760 -2.214 -1.845
C: -2.502 -2.107 -1.267
C: 1.085 -2.264 -2.959
C: 1.094 -3.428 -3.709
C: 1.255 -3.326 -5.085
C: 1.400 -2.089 -5.695
C: 1.311 -0.934 -4.934
C: 1.111 -1.008 -3.557
P: 0.908 0.468 -2.494
C: 2.673 0.806 -2.142
C: 3.202 0.236 -0.979
C: 4.560 0.318 -0.700
C: 5.405 0.975 -1.584
C: 4.891 1.533 -2.747
C: 3.536 1.442 -3.032
C: 0.350 1.711 -3.695
C: 0.821 3.021 -3.653
C: 0.256 4.000 -4.460
C: -0.793 3.679 -5.306
C: -1.274 2.377 -5.347
C: -0.714 1.401 -4.541
H: 2.580 -4.404 -1.709
H: 2.424 -6.265 -0.094
H: 0.817 -6.149 1.785
H: -0.515 -4.127 2.133
H: 1.212 -0.262 2.210
H: 1.742 -0.169 4.628
H: 0.259 -1.299 6.256
H: -1.696 -2.576 5.453
H: -2.184 -2.725 3.062
H: -3.447 -1.496 1.941
H: -5.664 -1.693 0.904
H: -5.876 -2.147 -1.513
H: -3.851 -2.417 -2.904
H: -1.615 -2.230 -1.882
H: 0.979 -4.396 -3.246
H: 1.281 -4.229 -5.680
H: 1.560 -2.021 -6.762
H: 1.378 0.030 -5.420
H: 2.545 -0.317 -0.310
H: 4.961 -0.151 0.189
H: 6.465 1.036 -1.377
H: 5.552 2.024 -3.448
H: 3.157 1.861 -3.954
H: 1.631 3.292 -2.985
H: 0.635 5.013 -4.423
H: -1.243 4.443 -5.926
H: -2.095 2.123 -6.005
H: -1.116 0.395 -4.565
N: 1.874 4.104 3.350
C: 2.134 3.443 2.016
C: 0.884 2.673 1.613
N: 0.991 2.082 0.291
H: 2.711 4.553 3.728
H: 1.545 3.420 4.037
H: 1.143 4.817 3.264
H: 3.007 2.801 2.130
H: 2.371 4.235 1.305
H: 0.024 3.342 1.613
H: 0.683 1.879 2.338
H: 1.859 1.562 0.175
H: 0.959 2.797 -0.436
Te: -2.621 1.456 1.277
C: -2.709 1.118 3.371
C: -3.869 0.520 3.857
C: -4.062 0.378 5.225
C: -3.106 0.847 6.113
C: -1.957 1.459 5.634
C: -1.757 1.589 4.267
H: -4.639 0.182 3.172
H: -4.974 -0.071 5.596
H: -3.263 0.749 7.179
H: -1.223 1.843 6.332
H: -0.858 2.070 3.898

## Properties
Highest occupied orbital energy (alpha / beta): -0.4456 / -0.4487 Ha
Net charge: +2
Orbital gap (alpha / beta): 6.63 / 6.72 eV
Spin multiplicity: 2

---

Listing E for the structures above in their given order: -10812.4921, -37928.9498, -122735.4931 eV.
Listing energy above the lowest of the compared OMol25 structures with the same formula, charge and spin for the structures above in their given order: 567.59, 133.52, 134.87 kJ/mol.
Listing molecular weight for the structures above in their given order: 109.129, 411.458, 1030.649 g mol⁻¹.